Formula: C44H120N12O6
Source: the Open Molecules 2025 dataset
Level of theory: ωB97M-V with the def2-TZVPD basis set

Cartesian coordinates (Å):
N  -8.0944  -16.4998  0.9288
H  -7.6375  -15.5493  0.9033
H  -7.8965  -17.0213  1.7776
H  -7.6953  -16.9371  0.0821
H  -9.0984  -16.3387  0.9124
N  -11.2313  -20.6783  -2.2525
H  -11.3189  -21.4356  -1.5510
H  -11.2642  -20.9620  -3.2678
H  -10.3032  -20.1996  -2.1857
H  -11.9228  -20.0217  -1.9009
N  -7.4431  -13.9462  -1.6798
H  -6.7869  -14.2403  -0.9209
H  -7.9021  -14.8413  -1.9428
H  -6.9138  -13.6093  -2.4775
H  -8.0084  -13.2314  -1.1514
N  -3.7641  -15.2506  0.1366
H  -3.2568  -14.4658  -0.3354
H  -4.7652  -14.9176  0.1697
H  -3.4305  -15.4119  1.0783
H  -3.8287  -16.0562  -0.4926
N  -2.8328  -20.3404  0.0619
H  -2.6855  -20.7923  0.9994
H  -3.6722  -20.8111  -0.3521
H  -2.0904  -20.5126  -0.6075
H  -3.1490  -19.3714  0.1922
N  -10.9004  -16.7342  -2.5277
H  -11.6559  -17.2599  -2.0905
H  -10.8280  -16.0051  -1.8064
H  -11.2378  -16.2670  -3.3679
H  -9.9592  -17.2201  -2.5983
C  -6.2575  -17.1843  -1.2949
C  -5.4546  -18.2885  -0.9611
C  -5.9624  -19.6855  -1.2120
O  -5.2870  -20.6915  -0.8541
C  -7.2151  -19.9415  -1.7549
C  -8.0091  -18.8408  -2.1363
C  -7.5103  -17.3822  -1.9252
O  -8.2419  -16.4316  -2.2516
O  -9.2054  -18.8657  -2.5335
O  -4.3495  -18.0853  -0.3974
H  -5.8103  -16.2168  -1.1206
H  -7.6242  -20.9186  -1.9601
O  -6.3653  -14.4735  0.5145
C  -6.8776  -13.5116  1.4336
C  -7.6868  -12.3079  0.8978
O  -8.8169  -12.5192  0.0788
H  -5.9979  -12.9964  1.8485
H  -7.4699  -14.0061  2.2201
H  -7.0714  -11.6852  0.2188
H  -7.9189  -11.6429  1.7418
C  -12.6345  -22.7229  1.0332
C  -11.1015  -22.7800  0.9839
N  -10.6344  -23.0957  -0.3995
C  -11.0780  -24.4316  -0.8315
C  -12.2475  -24.2861  -1.8123
C  -9.1534  -22.9827  -0.3614
C  -8.4053  -24.0593  0.4191
H  -12.8997  -22.3240  2.0139
H  -13.0122  -23.7447  1.0752
H  -13.0286  -22.1458  0.2022
H  -10.7234  -21.7669  1.1406
H  -10.6867  -23.4830  1.7083
H  -11.3230  -25.1054  -0.0060
H  -10.2926  -24.9613  -1.3752
H  -13.1522  -23.9603  -1.2996
H  -12.5765  -25.1848  -2.3408
H  -11.9443  -23.6117  -2.6140
H  -8.7322  -22.8196  -1.3606
H  -8.9133  -22.0101  0.0812
H  -7.3501  -24.0868  0.1451
H  -8.3615  -23.7020  1.4530
H  -8.8369  -25.0560  0.4498
C  -3.3611  -11.8898  0.3128
C  -2.3424  -12.0261  -0.8103
N  -2.4974  -13.2581  -1.5927
C  -3.6290  -13.0527  -2.5227
C  -4.0989  -14.2934  -3.2533
C  -1.2521  -13.6171  -2.2859
C  -0.8323  -12.5905  -3.3724
H  -3.3873  -10.9462  0.8519
H  -3.1492  -12.6910  1.0295
H  -4.3967  -12.0734  0.0122
H  -2.3492  -11.1093  -1.4098
H  -1.3619  -12.0826  -0.3311
H  -4.4982  -12.6821  -1.9688
H  -3.4345  -12.1666  -3.1367
H  -4.1447  -15.1127  -2.5278
H  -5.0987  -14.2696  -3.6846
H  -3.3869  -14.6111  -4.0176
H  -1.2942  -14.6159  -2.7238
H  -0.4950  -13.6506  -1.5006
H  0.1599  -12.7545  -3.7931
H  -0.7281  -11.6347  -2.8607
H  -1.5441  -12.6044  -4.1932
C  -7.7997  -14.0382  -9.5595
C  -6.5802  -14.1423  -8.6568
N  -6.8000  -14.2053  -7.2088
C  -5.5541  -14.4938  -6.4972
C  -4.5310  -13.3783  -6.7109
C  -7.8180  -15.2368  -6.9623
C  -8.0742  -15.5006  -5.4713
H  -8.3857  -14.9586  -9.5787
H  -7.4928  -13.8938  -10.5949
H  -8.4441  -13.2093  -9.2631
H  -5.9852  -14.9961  -9.0284
H  -5.9270  -13.3044  -8.9069
H  -5.7720  -14.4061  -5.4294
H  -5.1922  -15.4986  -6.7560
H  -4.1124  -13.3737  -7.7154
H  -4.9750  -12.4041  -6.5167
H  -3.7401  -13.6006  -5.9909
H  -7.6109  -16.1908  -7.4662
H  -8.7408  -14.7934  -7.3350
H  -7.3759  -16.2405  -5.0749
H  -9.0841  -15.9046  -5.3700
H  -7.9950  -14.5913  -4.8745
C  -9.2794  -22.5962  -4.8614
C  -10.7412  -22.6489  -5.3081
N  -11.5398  -21.4297  -5.0665
C  -12.9469  -21.5390  -5.5666
C  -13.5318  -22.8976  -5.2155
C  -10.7942  -20.2384  -5.4788
C  -11.6264  -18.9395  -5.2844
H  -8.9046  -23.6121  -4.9973
H  -9.1288  -22.2525  -3.8372
H  -8.6532  -22.0055  -5.5318
H  -10.7618  -22.9054  -6.3743
H  -11.1975  -23.4514  -4.7325
H  -13.4785  -20.7669  -5.0127
H  -12.9817  -21.4042  -6.6508
H  -14.6223  -22.9322  -5.3188
H  -13.1927  -23.6640  -5.9080
H  -13.4751  -23.1403  -4.1554
H  -10.4426  -20.2816  -6.5173
H  -9.9059  -20.1287  -4.8528
H  -12.3212  -18.8932  -6.1189
H  -10.9144  -18.1204  -5.4033
H  -12.0484  -18.9454  -4.2807
C  -6.6288  -20.2246  -7.6216
C  -6.1687  -21.5548  -6.9858
N  -5.9787  -21.4826  -5.5301
C  -5.5677  -22.8132  -5.0810
C  -6.0111  -23.0332  -3.6080
C  -4.9493  -20.5031  -5.1893
C  -5.5913  -19.1585  -4.7796
H  -7.4146  -19.7859  -7.0048
H  -6.9554  -20.3291  -8.6548
H  -5.7932  -19.5229  -7.6733
H  -6.9066  -22.2978  -7.2936
H  -5.2357  -21.8755  -7.4694
H  -4.4726  -22.9212  -5.0786
H  -5.8684  -23.6716  -5.6828
H  -6.9972  -22.5727  -3.6066
H  -5.3806  -22.3864  -2.9944
H  -5.9211  -24.0637  -3.2764
H  -4.5354  -20.7565  -4.2075
H  -4.0669  -20.4635  -5.8347
H  -6.6652  -19.2944  -4.6333
H  -5.2142  -18.7403  -3.8466
H  -5.5926  -18.3739  -5.5434
C  -5.3161  -22.8219  3.5019
C  -4.5920  -21.8973  2.5052
N  -3.1494  -22.0306  2.3014
C  -2.7866  -23.3597  1.8001
C  -3.2212  -23.5695  0.3500
C  -2.4499  -21.5920  3.5467
C  -0.9267  -21.7318  3.3607
H  -5.1365  -23.8616  3.2188
H  -6.4005  -22.7210  3.4831
H  -4.9691  -22.6632  4.5212
H  -5.1046  -21.8753  1.5397
H  -4.7918  -20.8874  2.8838
H  -1.7480  -23.6661  1.9116
H  -3.2637  -24.1889  2.3417
H  -4.2558  -23.2753  0.1788
H  -2.5948  -23.0001  -0.3470
H  -3.0476  -24.5825  -0.0128
H  -2.7030  -22.2278  4.3972
H  -2.6923  -20.5381  3.6617
H  -0.4863  -21.1522  4.1765
H  -0.5924  -21.2190  2.4572
H  -0.5479  -22.7452  3.4407

Energy above the lowest of the compared OMol25 structures with the same formula, charge and spin, kJ/mol: 0.0
Highest occupied orbital energy, eV: -10.0
E_tot, eV: -77723.625
Charge: +2